[1]
80
Properties=species:S:1:pos:R:3:forces:R:3:mulliken_charge:R:1 method="wB97M-V/def2-TZVPD" spin_multiplicity=5 total_charge=+2 homo_energy_ev="-11.282 / -13.826" lumo_ev="-5.43 / -9.63" homo_lumo_gap_ev="5.86 / 4.20" s2=6.02 e_above_lowest_ev=0.000 e_tot_ha=-2142.5942
Rh -0.050 0.040 -1.087 -2.16 -1.09 -1.08 -0.43
P -0.069 -2.454 -1.667 0.68 -2.31 -1.85 1.44
P -0.105 2.284 -1.442 0.39 3.75 -1.32 1.84
N 0.079 0.060 -3.293 -0.73 0.06 -2.64 0.17
C -0.040 -2.395 -3.523 -0.14 0.18 -0.06 -0.91
H 0.559 -3.226 -3.909 -0.30 -0.07 0.15 0.36
H -1.079 -2.529 -3.882 0.57 0.23 0.12 0.57
C 0.567 -1.116 -4.075 -0.10 0.32 -0.07 -1.22
H 1.671 -1.098 -4.052 -0.43 -0.13 0.02 0.39
H 0.224 -0.982 -5.118 0.46 -0.13 0.33 0.50
C 0.533 1.307 -3.980 0.19 -0.30 -0.10 -1.17
H 0.146 1.284 -5.006 0.29 0.04 0.08 0.53
H 1.630 1.277 -4.029 -0.27 0.07 0.11 0.43
C 0.005 2.534 -3.272 -0.22 0.11 -0.06 -1.18
H -0.999 2.804 -3.646 0.41 -0.23 0.15 0.50
H 0.670 3.368 -3.509 -0.22 0.07 0.14 0.31
C 1.395 3.248 -0.858 0.04 -0.10 -0.01 0.28
C 1.762 2.979 0.602 0.04 0.02 0.12 -1.15
H 2.670 3.551 0.849 -0.31 -0.23 0.00 0.50
H 1.970 1.917 0.781 -0.04 0.20 0.08 0.13
H 0.962 3.303 1.284 0.31 -0.04 -0.16 0.13
C -1.676 3.158 -1.040 -0.50 0.07 0.01 0.33
C -1.920 3.310 0.464 0.00 0.11 0.15 -1.29
H -2.870 3.845 0.621 0.36 -0.23 -0.02 0.50
H -1.123 3.901 0.942 -0.28 -0.12 -0.12 0.23
H -1.995 2.335 0.957 -0.06 0.16 -0.09 0.24
C -1.657 -3.385 -1.423 -0.51 0.11 0.35 0.37
C -1.927 -3.800 0.027 0.00 -0.09 0.13 -1.24
H -2.844 -4.408 0.061 0.31 0.23 0.00 0.49
H -2.075 -2.929 0.672 0.00 -0.21 -0.04 0.26
H -1.111 -4.421 0.429 -0.24 0.16 -0.08 0.25
C 1.496 -3.500 -1.420 0.00 0.46 0.29 0.47
C 2.130 -3.420 -0.030 0.16 -0.12 0.05 -1.38
H 3.087 -3.965 -0.068 -0.30 0.21 0.08 0.53
H 1.502 -3.920 0.721 0.21 0.15 -0.12 0.28
H 2.342 -2.389 0.285 -0.10 -0.35 0.00 0.13
C 1.838 -0.065 -1.024 8.42 -1.43 2.00 0.19
O 3.002 -0.098 -1.060 -3.53 0.61 -0.68 -0.36
C -1.908 4.496 -1.759 0.12 0.24 0.00 -1.43
H -1.222 5.273 -1.407 -0.19 -0.15 -0.09 0.25
H -1.823 4.431 -2.847 -0.02 0.04 0.22 0.33
H -2.926 4.840 -1.536 0.21 -0.15 -0.04 0.48
C -1.881 -4.577 -2.361 0.12 -0.39 -0.17 -1.48
H -2.908 -4.936 -2.225 0.13 0.19 0.04 0.49
H -1.770 -4.344 -3.421 0.03 -0.06 0.13 0.31
H -1.226 -5.419 -2.120 -0.14 0.22 -0.06 0.29
C 1.342 -4.958 -1.841 -0.01 -0.30 -0.02 -1.65
H 2.328 -5.434 -1.758 -0.17 0.12 -0.09 0.50
H 0.681 -5.502 -1.156 0.09 0.11 -0.18 0.32
H 0.996 -5.090 -2.872 0.02 0.01 0.28 0.31
C 1.349 4.752 -1.135 0.04 0.29 0.02 -1.63
H 0.654 5.270 -0.462 0.14 -0.15 -0.16 0.31
H 2.347 5.171 -0.938 -0.23 -0.14 -0.06 0.49
H 1.095 5.004 -2.172 0.00 -0.06 0.28 0.33
H 2.201 2.832 -1.483 -0.16 -0.08 0.03 0.44
H 2.188 -3.012 -2.120 -0.12 0.06 0.01 0.41
H -2.422 2.448 -1.426 0.07 0.00 0.07 0.40
H -2.394 -2.612 -1.692 0.05 -0.02 0.05 0.42
H -0.939 0.060 -3.514 0.40 -0.06 0.64 0.27
H -1.597 0.226 -0.919 -3.00 0.31 1.11 -0.02
N -0.280 1.601 9.793 0.20 -0.57 -2.58 -0.44
C -0.186 1.361 8.651 -0.19 0.75 2.63 -0.09
C -0.066 1.077 7.251 -0.11 -0.29 -0.41 0.49
C -0.770 1.831 6.303 0.19 0.16 -0.08 -0.95
C -0.680 1.516 4.947 -0.04 -0.09 0.24 -0.29
C 0.048 0.392 4.560 -0.30 0.10 1.13 1.35
C 0.762 -0.355 5.494 -0.21 0.41 0.31 -0.72
C 0.718 -0.006 6.842 0.18 0.03 -0.38 -0.93
N -0.041 -0.115 3.245 0.08 -0.10 -1.30 0.37
C 0.122 -1.441 2.912 -0.35 -0.06 -1.25 -1.29
C -0.017 -1.530 1.544 0.72 1.14 2.04 -1.11
N -0.160 -0.255 1.054 -0.82 -0.04 1.17 0.92
C -0.255 0.567 2.085 0.55 0.10 0.59 -0.40
H -1.389 2.662 6.646 0.24 -0.25 -0.21 0.44
H -1.208 2.113 4.205 -0.06 -0.17 0.24 0.44
H 1.333 -1.210 5.174 0.16 -0.04 0.09 0.41
H 1.308 -0.570 7.561 -0.25 0.12 -0.09 0.46
H 0.310 -2.214 3.625 -0.14 -0.11 0.27 0.42
H 0.009 -2.399 0.944 0.12 -0.39 -0.32 0.56
H -0.422 1.653 2.045 0.25 -0.86 0.04 0.18



[2]
117
Properties=species:S:1:pos:R:3:forces:R:3:mulliken_charge:R:1 method="wB97M-V/def2-TZVPD" spin_multiplicity=2 homo_energy_ev="-7.534 / -7.535" lumo_ev="-1.52 / -0.99" homo_lumo_gap_ev="6.01 / 6.54" s2=0.77 e_above_lowest_ev=1.908 e_tot_ha=-9634.6606
Ru 0.336 0.583 0.015 -1.40 0.18 -0.50 3.30
Cl -5.044 3.573 3.950 0.01 -0.02 -0.07 -0.21
C -4.116 2.702 2.792 -0.11 -0.07 -0.05 0.13
C -2.735 2.786 2.787 0.08 0.03 0.12 0.21
Cl -1.914 3.763 3.942 -0.02 -0.01 -0.06 -0.17
C -2.007 2.063 1.851 0.23 0.09 -0.02 0.31
Cl -0.288 2.238 1.815 0.69 0.26 0.31 -0.22
C -2.564 1.205 0.905 0.01 -0.13 -0.08 -2.50
O -1.852 0.520 0.044 0.91 -0.32 0.55 2.34
C -3.976 1.143 0.932 -0.19 -0.03 -0.05 0.76
Cl -4.762 0.152 -0.226 -0.03 0.03 -0.04 -0.07
C -4.730 1.884 1.837 0.07 -0.04 -0.07 0.15
Cl -6.451 1.810 1.781 0.07 -0.04 0.00 -0.19
O -0.575 2.483 -1.168 -0.09 -0.82 -0.32 -1.14
P -1.213 2.046 -2.470 0.33 0.47 0.17 2.25
C -0.836 0.353 -3.017 -0.40 -0.01 0.05 -1.22
P -1.070 -1.225 -2.145 0.25 -0.36 -0.42 1.06
O -0.255 -1.344 -0.868 0.64 1.23 -0.04 -1.41
C -2.746 -1.788 -1.952 0.02 -0.16 0.05 1.26
C -2.992 -2.574 -0.826 0.07 0.03 0.00 -0.88
C -4.215 -3.210 -0.688 -0.05 -0.06 -0.04 -0.46
C -5.180 -3.078 -1.679 0.01 0.07 0.00 -0.69
C -4.932 -2.296 -2.805 -0.04 0.02 0.05 -1.00
C -3.709 -1.655 -2.947 -0.08 0.08 0.03 -0.18
C -0.333 -2.333 -3.378 0.23 -0.18 0.18 0.69
C -1.048 -3.174 -4.229 0.11 0.07 0.00 -0.59
C -0.369 -4.014 -5.104 -0.01 0.06 0.02 -0.71
C 1.019 -4.023 -5.130 -0.06 -0.05 0.01 -0.61
C 1.737 -3.201 -4.271 0.01 0.04 -0.02 -0.72
C 1.067 -2.362 -3.396 -0.09 0.09 0.01 -0.68
C -0.570 3.020 -3.860 0.08 0.18 0.11 0.50
C -1.291 4.121 -4.326 0.09 -0.05 -0.04 -0.62
C -0.744 4.960 -5.288 0.02 -0.04 0.00 -0.79
C 0.533 4.720 -5.775 -0.02 0.03 0.02 -0.52
C 1.265 3.639 -5.300 -0.01 -0.03 0.00 -0.89
C 0.719 2.790 -4.350 -0.11 0.02 -0.03 -0.34
C -2.979 2.354 -2.525 -0.08 0.02 0.07 0.92
C -3.526 3.155 -1.527 0.04 0.04 0.01 -1.00
C -4.865 3.521 -1.587 0.00 -0.03 0.03 -0.56
C -5.652 3.094 -2.646 0.01 -0.04 -0.02 -0.66
C -5.099 2.325 -3.666 0.06 -0.01 0.02 -0.89
C -3.763 1.964 -3.611 -0.02 -0.07 0.05 -0.30
H 0.249 0.361 -3.146 0.07 -0.02 -0.13 0.03
H -1.271 0.227 -4.014 0.02 0.01 0.02 0.73
H -2.223 -2.678 -0.066 -0.11 0.05 0.00 0.26
H -4.416 -3.802 0.198 0.04 0.03 -0.04 0.42
H -6.136 -3.582 -1.573 0.08 0.07 -0.01 0.42
H -5.695 -2.182 -3.568 0.08 -0.03 0.06 0.42
H -3.515 -1.055 -3.832 -0.03 -0.03 0.07 0.50
H -2.128 -3.187 -4.212 -0.03 -0.02 0.05 0.36
H -0.930 -4.669 -5.759 0.02 0.02 0.01 0.43
H 1.542 -4.683 -5.811 -0.02 0.03 0.03 0.39
H 2.820 -3.220 -4.278 -0.04 0.01 0.01 0.48
H 1.622 -1.731 -2.708 0.01 -0.06 -0.02 0.36
H -2.278 4.333 -3.934 0.01 -0.01 -0.03 0.32
H -1.315 5.804 -5.653 0.01 0.00 0.02 0.43
H 0.963 5.383 -6.516 -0.02 -0.04 0.02 0.39
H 2.270 3.464 -5.664 -0.03 -0.02 -0.01 0.45
H 1.306 1.962 -3.974 0.05 0.05 0.02 0.29
H -2.893 3.508 -0.720 -0.05 -0.07 -0.02 0.46
H -5.292 4.135 -0.803 0.01 -0.03 -0.03 0.48
H -6.700 3.367 -2.686 0.04 0.01 0.00 0.40
H -5.705 2.021 -4.510 -0.01 0.00 0.04 0.43
H -3.323 1.403 -4.433 -0.06 0.01 0.08 0.51
F 4.511 2.733 3.536 -0.05 -0.07 0.13 -0.32
C 5.052 2.453 2.348 -0.03 -0.19 -0.14 0.47
C 4.698 1.323 1.633 -0.16 -0.12 -0.22 -0.14
C 5.257 1.181 0.371 -0.18 -0.12 0.17 -0.07
F 4.884 0.147 -0.399 0.06 0.05 0.04 -0.55
C 6.172 2.068 -0.140 0.07 -0.02 -0.16 0.28
F 6.700 1.897 -1.352 0.02 -0.02 -0.06 -0.33
C 6.542 3.159 0.623 0.07 0.09 -0.02 0.60
F 7.436 4.019 0.155 0.10 0.13 -0.07 -0.32
C 5.974 3.361 1.861 0.01 0.05 0.04 0.23
F 6.316 4.429 2.577 0.02 0.11 0.07 -0.30
Ge 3.506 -0.112 2.247 0.27 -0.28 0.53 1.06
S 1.923 -0.944 0.979 -0.78 0.33 -0.14 -0.56
C 4.555 -1.798 2.430 -0.25 -0.07 -0.08 -0.88
C 3.914 -2.859 3.062 0.18 0.17 -0.15 0.33
F 2.698 -2.696 3.597 -0.13 0.07 0.02 -0.33
C 4.480 -4.111 3.180 -0.01 0.02 0.01 0.05
F 3.837 -5.102 3.792 -0.07 -0.08 0.05 -0.30
C 5.736 -4.330 2.652 0.03 -0.08 0.02 0.73
F 6.296 -5.529 2.747 0.08 -0.15 0.03 -0.30
C 6.414 -3.300 2.037 0.16 -0.04 -0.07 0.15
F 7.636 -3.513 1.550 0.04 0.00 -0.02 -0.30
C 5.821 -2.058 1.936 -0.14 0.21 0.12 0.55
F 6.549 -1.091 1.362 0.01 0.01 -0.03 -0.28
C 3.195 0.239 4.175 0.01 0.10 -0.17 -0.19
C 1.976 0.524 4.752 0.03 -0.12 -0.23 -0.34
F 0.874 0.576 3.995 -0.03 0.05 -0.02 -0.15
C 1.825 0.759 6.103 -0.09 0.01 0.02 -0.22
F 0.631 1.035 6.618 -0.13 0.03 0.05 -0.29
C 2.932 0.703 6.921 0.00 0.01 0.12 0.75
F 2.810 0.926 8.222 -0.02 0.02 0.16 -0.31
C 4.172 0.415 6.386 0.11 -0.03 0.10 0.25
F 5.239 0.361 7.181 0.07 0.02 0.04 -0.31
C 4.285 0.196 5.032 -0.07 0.03 -0.19 0.46
F 5.518 -0.030 4.549 -0.01 0.02 -0.06 -0.40
O 2.235 1.946 0.224 -0.50 -0.04 -0.07 -0.54
C 2.399 1.935 -1.018 0.11 -0.07 0.10 -0.36
O 1.770 1.151 -1.762 -0.11 -0.46 0.05 -0.53
H 3.116 2.631 -1.462 0.13 0.09 -0.08 0.37
N -0.999 -1.221 2.643 -0.75 -0.63 0.11 0.52
C -1.904 -2.230 2.916 0.23 0.37 -0.17 0.51
C -1.541 -3.573 2.771 0.08 -0.09 -0.04 -0.40
C -2.464 -4.581 3.013 0.12 0.04 -0.06 -0.48
C -3.766 -4.280 3.394 0.00 -0.06 -0.04 -0.68
C -4.127 -2.948 3.546 -0.03 0.15 -0.01 -0.61
C -3.212 -1.930 3.313 -0.17 0.06 0.01 -0.24
H -0.059 -1.443 2.384 0.32 0.04 0.03 -0.58
H -1.231 -0.274 2.863 0.05 0.10 0.16 -0.35
H -0.522 -3.808 2.471 -0.14 -0.03 0.05 0.46
H -2.160 -5.618 2.908 0.00 0.09 -0.02 0.37
H -4.485 -5.071 3.569 0.03 0.04 0.03 0.39
H -5.139 -2.699 3.851 0.11 0.03 -0.03 0.38
H -3.502 -0.887 3.432 0.00 -0.14 -0.01 0.38



[3]
19
Properties=species:S:1:pos:R:3:forces:R:3:mulliken_charge:R:1 method="wB97M-V/def2-TZVPD" smiles=C[C@@H](O)CCO.O homo_energy_ev=-10.303 lumo_ev=0.73 homo_lumo_gap_ev=11.03 e_above_lowest_ev=1.152 e_tot_ha=-385.2794
C 1.532 0.991 1.215 -0.68 1.36 3.13 -0.69
O 2.274 2.190 1.486 -0.13 0.48 -1.25 -0.55
C 0.479 1.256 0.179 0.94 -1.68 -2.24 -0.57
C 0.005 -0.098 -0.496 -1.79 2.57 0.84 0.23
C -0.685 -0.955 0.546 0.75 0.35 -0.09 -1.09
O -1.045 0.337 -1.399 1.08 -0.41 -0.60 -0.52
H 2.220 0.161 1.170 0.16 -0.48 -1.19 0.39
H 0.968 0.764 2.134 0.06 -0.10 0.04 0.35
H 2.658 2.268 2.356 -0.12 -0.55 0.34 0.30
H -0.461 1.717 0.468 0.27 0.18 0.75 0.32
H 0.905 1.898 -0.615 -0.05 -0.23 0.22 0.37
H 0.805 -0.643 -0.987 0.17 -0.03 -0.22 0.24
H -1.026 -1.858 0.051 0.24 -0.45 0.50 0.13
H 0.094 -1.063 1.313 -0.53 -0.93 0.02 0.42
H -1.556 -0.483 1.012 0.20 0.24 -0.28 0.30
H -0.607 0.943 -2.022 -0.44 -0.25 0.15 0.33
H -2.124 -2.619 -1.381 -0.62 0.12 -0.36 0.33
H -1.849 -2.355 -2.806 0.54 0.27 -0.86 0.30
O -2.587 -2.451 -2.222 -0.06 -0.45 1.12 -0.61



[4]
46
Properties=species:S:1:pos:R:3:forces:R:3:mulliken_charge:R:1 method="wB97M-V/def2-TZVPD" total_charge=+2 homo_energy_ev=-16.324 lumo_ev=-13.22 homo_lumo_gap_ev=3.11 e_above_lowest_ev=2.087 e_tot_ha=-2689.8791
Tl -8.120 -18.268 -17.407 -0.03 0.07 0.89 1.18
C -7.528 -19.792 -12.349 -0.25 0.82 2.43 0.66
F -7.644 -18.445 -12.290 0.61 -1.58 -0.85 -0.14
F -6.527 -20.190 -11.533 -1.18 0.41 -2.15 -0.15
F -8.661 -20.294 -11.929 0.37 -0.29 -0.36 -0.15
S -7.164 -20.350 -14.239 3.93 -0.58 -1.05 0.85
O -6.275 -19.266 -14.663 -1.40 -1.70 0.37 -0.48
O -6.715 -21.757 -14.354 -1.67 3.71 0.40 -0.45
N -8.687 -19.972 -15.144 1.91 0.79 1.05 0.00
S -9.694 -21.133 -14.886 -3.73 -4.76 -0.58 0.68
O -10.014 -21.826 -16.178 0.61 2.28 2.93 -0.47
O -9.382 -22.026 -13.754 -0.23 1.99 -1.94 -0.41
C -11.287 -20.176 -14.222 -2.16 0.53 0.64 0.71
F -11.743 -19.280 -15.125 1.51 -0.10 0.63 -0.20
F -12.313 -21.023 -14.100 1.67 -0.03 0.35 -0.17
F -11.048 -19.569 -13.000 0.02 -1.18 -2.60 -0.16
C -5.951 -20.798 -19.189 0.56 -0.94 0.72 -0.63
C -7.092 -21.775 -18.930 -1.91 1.56 -0.33 -0.25
O -8.274 -21.015 -18.444 0.96 0.59 0.03 -0.36
O -5.689 -19.984 -18.026 -0.28 -0.20 -0.89 -0.42
H -5.959 -20.181 -20.088 -0.99 0.18 0.13 0.33
H -5.109 -21.454 -19.408 0.35 -0.04 0.27 0.40
H -7.006 -22.482 -18.105 1.04 -0.22 -0.27 0.32
H -7.377 -22.239 -19.875 0.18 -0.33 0.12 0.36
H -9.054 -21.570 -18.520 -0.32 -0.12 -0.13 0.25
H -4.930 -20.412 -17.621 0.14 0.31 0.65 0.31
C -9.502 -15.027 -19.253 0.02 1.24 0.24 -0.60
C -8.893 -14.343 -18.024 -0.22 0.58 -0.32 -0.31
O -7.826 -15.124 -17.555 0.36 -0.28 0.34 -0.38
O -9.859 -16.333 -18.898 0.02 -1.21 -0.23 -0.36
H -8.817 -15.021 -20.100 0.26 -0.23 0.19 0.26
H -10.396 -14.491 -19.572 0.00 0.21 0.09 0.38
H -9.602 -14.206 -17.208 -0.48 -0.30 -0.13 0.17
H -8.495 -13.352 -18.240 -0.32 0.10 -0.53 0.52
H -7.182 -14.440 -17.355 0.86 -0.57 0.21 0.28
H -10.819 -16.352 -18.899 -0.16 -0.42 0.24 0.28
C -9.758 -16.636 -14.381 1.16 -1.09 1.56 -0.22
C -8.362 -16.072 -14.217 -0.79 1.08 0.21 -0.62
O -7.348 -16.735 -14.979 -1.21 -0.19 -0.25 -0.38
O -10.173 -16.620 -15.705 -0.11 -0.01 -1.15 -0.33
H -10.439 -16.100 -13.720 0.10 0.37 -0.07 0.52
H -9.732 -17.648 -13.978 -0.19 -0.38 -0.15 -0.13
H -8.151 -16.071 -13.148 0.28 -0.25 0.01 0.46
H -8.511 -15.023 -14.474 0.80 0.26 -0.42 0.34
H -6.482 -16.593 -14.590 0.15 0.04 0.06 0.26
H -11.133 -16.596 -15.687 -0.20 -0.11 -0.34 0.26